{"formula": "C3H4LiO3Pd", "method": "ωB97M-V/def2-TZVPD", "lumo_energy_ev": [-9.24, -12.13], "energy_ev": -12978.165, "charge": 2, "s2": 3.75, "multiplicity": 4, "de_lowest_kcal_mol": 36.3, "symbols": ["O", "C", "C", "Pd", "Li", "H", "H", "H", "H", "O", "C", "O"], "positions_angstrom": [[0.979, 0.250, 0.160], [0.508, -1.092, 0.025], [-1.001, -1.032, -0.105], [2.687, 0.602, 0.203], [-0.255, 3.489, -1.011], [0.780, -1.654, 0.926], [0.597, -1.316, -1.119], [-1.489, -1.575, 0.712], [-1.371, -1.519, -1.011], [-1.279, 0.478, 0.295], [-0.179, 1.094, 0.537], [0.023, 2.274, 0.388]], "atomic_forces_ev_per_a": [[-8.6542, -1.3152, 1.5443], [-1.2297, -1.1887, -3.1593], [-1.0234, 0.3844, 3.3982], [8.8260, 2.0044, 0.1673], [-0.1508, 0.5499, 0.0622], [0.6277, -0.4210, -0.9065], [2.0242, -0.7171, 2.4382], [0.0349, 0.2257, -0.1262], [-0.5071, 1.6410, -0.4298], [0.3071, -2.0961, -0.0890], [-0.4001, 1.2238, -4.4542], [0.1455, -0.2908, 1.5547]], "mulliken_charge": [-0.006, -0.242, -0.404, 0.503, 0.978, 0.422, 0.331, 0.298, 0.354, -0.211, 0.644, -0.666]}

=====

{"formula": "C22H35FN4O3S", "method": "ωB97M-V/def2-TZVPD", "lumo_energy_ev": 0.63, "energy_ev": -49038.104, "de_lowest_kcal_mol": 9.5, "symbols": ["C", "H", "H", "H", "C", "C", "H", "H", "S", "O", "O", "N", "C", "H", "C", "C", "O", "N", "H", "C", "C", "H", "H", "C", "N", "C", "H", "H", "C", "N", "C", "C", "C", "C", "C", "C", "H", "H", "H", "H", "F", "C", "H", "C", "H", "H", "H", "H", "H", "H", "H", "H", "H", "C", "C", "C", "H", "H", "H", "H", "H", "H", "H", "H", "H", "H"], "positions_angstrom": [[-2.413, -3.710, 2.077], [-1.682, -4.053, 1.352], [-1.902, -3.517, 3.018], [-3.143, -4.499, 2.239], [-3.103, -2.448, 1.574], [-2.119, -1.331, 1.287], [-1.337, -1.259, 2.037], [-2.616, -0.369, 1.174], [-1.279, -1.591, -0.305], [-2.193, -2.188, -1.231], [-0.690, -0.325, -0.660], [-0.074, -2.703, 0.074], [1.183, -2.096, 0.454], [0.956, -1.252, 1.108], [1.994, -1.628, -0.763], [3.312, -1.032, -0.276], [4.174, -1.702, 0.261], [3.429, 0.287, -0.516], [2.621, 0.833, -0.799], [4.512, 1.090, 0.000], [4.016, 2.091, 1.047], [4.874, 2.622, 1.462], [3.537, 1.540, 1.858], [3.047, 3.125, 0.463], [1.838, 2.511, -0.061], [1.148, 3.339, -1.037], [1.756, 3.374, -1.947], [1.011, 4.376, -0.687], [-0.203, 2.723, -1.369], [-1.092, 2.786, -0.217], [-2.337, 2.201, -0.277], [-2.877, 1.576, -1.415], [-4.116, 0.970, -1.418], [-4.910, 0.984, -0.285], [-4.448, 1.655, 0.832], [-3.202, 2.253, 0.830], [-2.901, 2.796, 1.711], [-5.061, 1.723, 1.719], [-5.874, 0.500, -0.286], [-4.439, 0.484, -2.324], [-2.213, 1.544, -2.599], [-0.375, 2.843, 1.043], [-0.143, 3.887, 1.292], [0.911, 2.016, 0.953], [0.619, 0.994, 0.685], [1.397, 1.998, 1.930], [-0.981, 2.429, 1.848], [-0.656, 3.277, -2.195], [-0.050, 1.682, -1.678], [2.822, 3.886, 1.231], [3.541, 3.632, -0.370], [5.241, 0.407, 0.443], [4.986, 1.628, -0.829], [2.227, -2.825, -1.686], [0.882, -3.426, -2.087], [0.081, -3.814, -0.846], [-0.922, -4.136, -1.125], [0.585, -4.622, -0.304], [1.028, -4.306, -2.716], [0.304, -2.689, -2.651], [2.778, -2.506, -2.573], [2.834, -3.565, -1.160], [1.410, -0.870, -1.290], [1.767, -2.831, 1.018], [-3.637, -2.662, 0.647], [-3.831, -2.108, 2.314]], "atomic_forces_ev_per_a": [[-0.2526, 0.0192, -0.0739], [0.0599, -0.1477, 0.0430], [0.1069, -0.0262, 0.0935], [-0.0214, -0.1128, 0.0480], [0.0409, -0.2381, 0.0900], [0.1433, -0.1897, -0.7844], [0.1459, 0.0980, 0.1210], [0.0367, 0.1214, -0.0933], [0.0059, 0.1640, 0.8741], [-0.0897, -0.3982, -0.0738], [0.1549, 0.0041, 0.0718], [-0.8332, 0.5928, -0.2379], [0.3668, 0.4969, 0.1578], [0.2052, -0.0168, 0.1252], [0.3104, -0.2276, 0.2034], [-0.4265, 0.0270, -0.4273], [0.2123, -0.3587, 0.2666], [-0.0302, 0.2313, -0.1342], [-0.0287, -0.1930, 0.0470], [0.1612, 0.0116, 0.2486], [-0.0379, 0.0694, -0.3510], [0.0098, 0.0071, 0.0817], [0.0281, -0.0061, 0.1020], [0.1734, -0.1179, 0.2487], [-0.0985, 0.2596, -0.1799], [-0.1249, 0.0486, -0.1117], [-0.1032, 0.0788, 0.0235], [0.0221, -0.0231, -0.0271], [0.2165, 0.1141, -0.4064], [0.2314, 0.0834, -0.1445], [-0.4367, 0.0056, -0.0277], [-0.2482, -0.0074, -0.0640], [0.1147, 0.0497, 0.0722], [-0.0343, 0.0063, 0.0430], [-0.0953, -0.0806, 0.0366], [0.0590, -0.0055, -0.0203], [0.0667, 0.0534, 0.0262], [-0.0433, 0.0148, 0.0717], [-0.1074, -0.0402, -0.0194], [0.0167, -0.0584, -0.1220], [0.0457, -0.0142, 0.1705], [0.2794, 0.0172, 0.2455], [-0.0298, -0.1257, 0.1414], [-0.2222, -0.1569, 0.1614], [0.0333, 0.0433, 0.2188], [-0.0010, -0.0165, -0.0189], [0.0354, 0.0646, -0.0553], [0.1307, -0.1249, 0.0330], [0.0452, 0.1588, -0.0825], [-0.0276, 0.0358, -0.1027], [0.0023, 0.0600, 0.0247], [-0.0299, 0.1159, -0.1193], [0.0710, -0.0262, 0.0716], [-0.1149, 0.1517, -0.0777], [0.1115, -0.0892, 0.2245], [-0.2497, -0.3053, -0.5717], [0.1378, -0.2172, 0.0120], [-0.0629, 0.0392, 0.0192], [-0.0463, 0.0060, -0.0532], [-0.0326, -0.0367, -0.1101], [0.0625, -0.0392, 0.0134], [0.0680, -0.0009, -0.0108], [0.1115, -0.0356, 0.0413], [-0.0532, 0.0644, 0.0030], [-0.1599, 0.0362, 0.1024], [0.0188, 0.0864, -0.0775]], "mulliken_charge": [-1.083, 0.143, 0.293, 0.407, -0.547, 0.102, 0.549, -0.357, 1.001, -0.745, -0.778, 0.259, -1.799, 0.374, 2.241, -0.320, -0.728, -0.109, 0.320, -1.048, -0.520, 0.430, 0.275, -0.865, 0.498, -1.487, 0.525, 0.358, -0.541, 0.165, 0.319, 0.965, -0.344, -0.563, -0.879, -0.785, 0.500, 0.407, 0.414, 0.438, -0.433, -1.203, 0.017, 0.106, -0.671, 0.683, 0.713, 0.642, 0.195, 0.289, 0.447, 0.497, 0.363, -1.341, -0.546, -1.129, 0.539, 0.516, 0.435, 0.331, 0.447, 0.347, -0.048, 0.566, 0.317, 0.434]}